{
  "formula": "C68H85N17",
  "method": "the ωB97M-V functional and the def2-TZVPD basis",
  "species": ["N", "C", "C", "C", "C", "H", "H", "H", "H", "H", "N", "C", "C", "C", "C", "H", "H", "H", "H", "H", "N", "C", "C", "C", "C", "H", "H", "H", "H", "H", "N", "C", "C", "C", "C", "H", "H", "H", "H", "H", "N", "C", "C", "C", "C", "H", "H", "H", "H", "H", "N", "C", "C", "C", "C", "H", "H", "H", "H", "H", "N", "C", "C", "C", "C", "H", "H", "H", "H", "H", "N", "C", "C", "C", "C", "H", "H", "H", "H", "H", "N", "C", "C", "C", "C", "H", "H", "H", "H", "H", "N", "C", "C", "C", "C", "H", "H", "H", "H", "H", "N", "C", "C", "C", "C", "H", "H", "H", "H", "H", "N", "C", "C", "C", "C", "H", "H", "H", "H", "H", "N", "C", "C", "C", "C", "H", "H", "H", "H", "H", "N", "C", "C", "C", "C", "H", "H", "H", "H", "H", "N", "C", "C", "C", "C", "H", "H", "H", "H", "H", "N", "C", "C", "C", "C", "H", "H", "H", "H", "H", "N", "C", "C", "C", "C", "H", "H", "H", "H", "H"],
  "xyz": [[0.46, -19.82, 10.20], [0.78, -18.71, 10.97], [0.63, -19.06, 12.29], [0.27, -20.41, 12.33], [0.22, -20.88, 11.03], [0.49, -19.85, 9.19], [0.90, -17.72, 10.53], [0.85, -18.31, 13.03], [0.03, -20.92, 13.25], [0.03, -21.82, 10.53], [-5.05, -22.64, 9.93], [-5.23, -22.13, 11.23], [-4.07, -21.64, 11.70], [-3.20, -21.60, 10.57], [-3.80, -22.32, 9.49], [-5.69, -23.18, 9.38], [-6.16, -22.25, 11.77], [-3.84, -21.23, 12.68], [-2.21, -21.19, 10.50], [-3.44, -22.41, 8.47], [-1.14, -27.82, 6.59], [-1.67, -27.32, 5.45], [-1.77, -28.33, 4.48], [-1.39, -29.51, 5.09], [-1.01, -29.15, 6.38], [-0.83, -27.24, 7.36], [-1.87, -26.27, 5.31], [-2.01, -28.21, 3.44], [-1.36, -30.48, 4.62], [-0.62, -29.75, 7.19], [-5.17, -34.76, 7.07], [-4.56, -33.84, 6.25], [-3.31, -34.34, 5.92], [-3.16, -35.55, 6.61], [-4.31, -35.76, 7.35], [-6.14, -34.71, 7.37], [-5.09, -32.93, 6.00], [-2.50, -33.95, 5.32], [-2.28, -36.17, 6.58], [-4.60, -36.51, 8.07], [-2.79, -28.92, 12.87], [-3.32, -29.02, 14.10], [-2.32, -29.13, 15.02], [-1.16, -29.00, 14.35], [-1.42, -29.00, 12.97], [-3.31, -28.83, 12.00], [-4.39, -28.89, 14.24], [-2.45, -29.15, 16.09], [-0.17, -28.90, 14.78], [-0.82, -28.88, 12.08], [-1.99, -25.85, 13.65], [-2.00, -25.64, 15.01], [-2.01, -24.26, 15.17], [-2.21, -23.68, 13.91], [-2.12, -24.67, 12.94], [-2.00, -26.77, 13.25], [-1.85, -26.47, 15.68], [-1.89, -23.79, 16.13], [-2.33, -22.62, 13.73], [-2.19, -24.71, 11.86], [1.95, -27.22, 10.75], [0.90, -27.39, 9.96], [0.74, -28.69, 9.68], [1.81, -29.35, 10.10], [2.56, -28.40, 10.84], [2.25, -26.36, 11.18], [0.27, -26.56, 9.68], [0.01, -29.09, 8.99], [2.05, -30.41, 10.07], [3.39, -28.50, 11.53], [-5.88, -25.43, 8.08], [-7.24, -25.37, 8.50], [-7.71, -24.18, 8.00], [-6.69, -23.56, 7.32], [-5.53, -24.36, 7.29], [-5.21, -26.16, 8.26], [-7.73, -26.12, 9.10], [-8.74, -23.92, 8.22], [-6.87, -22.63, 6.80], [-4.53, -24.27, 6.89], [-4.42, -28.86, 6.11], [-5.62, -28.30, 5.91], [-6.55, -28.95, 6.66], [-5.90, -30.04, 7.32], [-4.56, -29.90, 7.00], [-3.50, -28.58, 5.79], [-5.74, -27.49, 5.20], [-7.62, -28.85, 6.75], [-6.11, -30.85, 8.01], [-3.69, -30.48, 7.29], [-7.93, -29.62, 11.11], [-7.12, -30.69, 10.85], [-6.49, -31.19, 12.05], [-6.99, -30.42, 13.09], [-7.88, -29.51, 12.46], [-8.55, -29.15, 10.47], [-7.04, -31.09, 9.85], [-5.75, -31.97, 12.14], [-6.76, -30.50, 14.15], [-8.51, -28.74, 12.89], [-1.28, -31.71, 10.58], [-2.59, -31.81, 10.87], [-3.28, -32.16, 9.73], [-2.30, -32.31, 8.69], [-1.10, -32.04, 9.30], [-0.55, -31.61, 11.28], [-2.88, -31.61, 11.89], [-4.32, -32.47, 9.74], [-2.57, -32.58, 7.68], [-0.10, -32.10, 8.90], [-6.30, -26.45, 15.35], [-7.62, -26.44, 15.04], [-7.69, -25.72, 13.85], [-6.40, -25.34, 13.45], [-5.53, -25.74, 14.49], [-5.89, -26.94, 16.13], [-8.27, -26.86, 15.79], [-8.62, -25.41, 13.40], [-6.11, -24.74, 12.60], [-4.51, -25.62, 14.81], [-8.26, -33.79, 6.43], [-7.97, -32.98, 7.49], [-8.08, -33.76, 8.66], [-8.51, -35.05, 8.24], [-8.51, -35.03, 6.85], [-8.32, -33.41, 5.49], [-7.93, -31.91, 7.33], [-8.00, -33.40, 9.68], [-8.80, -35.83, 8.92], [-8.80, -35.77, 6.12], [0.90, -24.14, 12.83], [1.32, -25.38, 13.20], [2.67, -25.42, 13.33], [3.07, -24.08, 13.25], [1.99, -23.33, 12.86], [-0.01, -23.73, 12.69], [0.60, -26.18, 13.12], [3.32, -26.27, 13.45], [4.12, -23.84, 13.17], [1.92, -22.29, 12.59], [-4.06, -28.67, 9.84], [-2.92, -28.15, 9.38], [-2.80, -26.81, 9.74], [-3.97, -26.55, 10.50], [-4.70, -27.76, 10.64], [-4.40, -29.59, 9.60], [-2.25, -28.76, 8.79], [-1.96, -26.19, 9.49], [-4.22, -25.59, 10.92], [-5.60, -27.99, 11.18], [1.44, -24.32, 7.92], [0.86, -24.09, 9.16], [-0.46, -23.86, 8.89], [-0.77, -24.14, 7.57], [0.44, -24.38, 6.99], [2.43, -24.49, 7.78], [1.45, -24.04, 10.07], [-1.13, -23.47, 9.65], [-1.71, -24.34, 7.07], [0.72, -24.65, 5.98], [-9.93, -21.38, 13.31], [-9.91, -20.85, 12.06], [-9.20, -21.74, 11.25], [-8.77, -22.77, 12.02], [-9.24, -22.57, 13.35], [-10.40, -20.97, 14.10], [-10.37, -19.89, 11.88], [-9.03, -21.62, 10.19], [-8.17, -23.61, 11.71], [-9.21, -23.05, 14.32]],
  "mulliken_charge": [-0.053, -0.642, -0.846, -0.304, 0.495, 0.246, 0.395, 0.408, 0.502, -0.093, 0.166, -0.923, -0.401, -0.910, -0.444, 0.517, 0.293, 0.587, 0.592, 0.566, 0.636, -0.678, -0.770, -0.753, -0.285, 0.079, 0.372, 0.441, 0.501, 0.369, 0.214, -0.298, -0.618, -0.529, -0.679, 0.481, 0.385, 0.440, 0.398, 0.404, 1.526, -0.306, -1.180, -0.411, -1.229, -0.512, 0.528, 0.450, 0.427, 0.647, 2.044, -0.639, -1.497, 0.580, -1.054, -0.466, 0.449, 0.458, 0.430, -0.170, 0.339, -0.543, 1.200, -1.291, -0.576, 0.249, -0.030, -0.331, 0.466, 0.397, 1.035, -0.617, -0.342, -1.133, -0.673, -0.355, 0.541, 0.523, 0.353, 0.549, 0.020, -1.128, -1.171, 0.588, -1.392, 0.754, 0.466, 0.524, 0.377, 0.686, 0.090, -0.327, -0.071, -0.901, -0.704, 0.263, 0.203, 0.528, 0.508, 0.521, 0.210, -1.253, -0.069, -0.139, -1.375, 0.345, 0.494, 0.822, 0.582, 0.433, 0.173, -1.098, -0.870, 0.899, -1.060, 0.247, 0.423, 0.727, 0.343, 0.274, 0.103, -0.857, 0.018, -0.729, -0.650, 0.246, 0.495, 0.514, 0.410, 0.398, 1.003, -1.282, -0.835, -0.692, -0.466, -0.151, 1.138, 0.486, 0.364, 0.368, 2.027, 0.425, 0.317, -0.259, -1.682, -0.675, -0.203, -0.915, 0.329, 0.730, 0.043, -1.367, 1.159, -0.709, -0.885, 0.244, 0.580, 0.129, 0.332, 0.444, 0.053, -0.743, -0.531, 0.205, -0.849, 0.195, 0.397, 0.425, 0.441, 0.430],
  "spin_multiplicity": 1,
  "homo_lumo_gap_ha": 0.30400,
  "e_lumo_ev": 0.6,
  "energy_ev": -97220.445
}